Entry from the OMol25 dataset: C58H135BN9O26Pb as an isolated structure at a distorted geometry (ωB97M-V with the def2-TZVPD basis set).

Computed properties:
ΔE to the lowest compared entry with this formula, charge and spin: 183.7 kcal/mol
HOMO: -8.87 eV
net charge: +1
Kohn-Sham gap: 1.99 eV

XYZ file:
```
230
Properties=species:S:1:pos:R:3:forces:R:3
Pb -3.2167 -3.9128 4.6788 0.414 0.566 -0.587
O 2.8073 3.7341 -0.4633 -0.153 -5.162 1.360
C 2.8356 2.5106 -0.1130 -0.032 4.789 -2.287
O 2.1745 1.4972 -0.6854 -0.205 0.673 0.994
B 2.3182 0.3433 0.2189 1.557 -0.118 -0.803
O 3.5315 0.6293 1.0116 -0.087 1.024 0.570
C 3.7426 1.9541 0.9781 1.314 1.029 2.180
O 4.4684 2.6246 1.7158 -1.654 -1.960 -1.927
O 2.5948 -0.8946 -0.5458 -1.013 -0.965 0.699
C 1.7855 -1.8413 -0.0930 -0.978 -3.312 -2.299
O 1.6847 -3.0224 -0.5182 0.590 3.865 1.715
C 0.7806 -1.1841 0.9159 -0.270 -0.707 0.853
O 1.1531 0.0498 1.0614 0.077 0.938 -0.121
O -0.1494 -1.6773 1.5249 0.592 -0.262 -0.659
C 8.1204 1.4212 -2.2144 0.918 -0.215 0.394
O 8.7906 1.2392 -0.9533 -0.429 -0.187 0.002
C 8.9347 -0.1160 -0.5088 -0.282 0.528 0.228
C 9.2857 -0.0831 0.9991 -0.446 0.289 -0.380
N 9.4061 -1.3990 1.6416 -0.676 -0.722 -0.062
C 8.1097 -2.1550 1.6935 0.536 -0.475 -0.526
C 8.1702 -3.5448 2.4090 0.001 0.418 0.098
O 6.9832 -4.3841 2.3073 0.765 0.453 0.254
C 6.7029 -4.9196 1.0283 0.347 0.732 -0.579
H 8.5346 2.3532 -2.5991 -0.033 -0.189 -0.284
H 7.0350 1.5214 -2.2158 -0.185 -0.041 0.789
H 8.3307 0.5724 -2.8650 0.286 0.091 -0.286
H 9.7127 -0.6238 -1.0788 0.197 -0.074 -0.076
H 7.9916 -0.6272 -0.7020 -0.120 -0.237 0.202
H 8.5480 0.5531 1.4881 -0.525 -0.012 0.033
H 10.1996 0.4968 1.1278 0.335 -0.375 -0.126
H 9.7589 -1.2556 2.5771 0.020 -0.008 0.115
H 7.9033 -2.3914 0.6496 -0.320 0.135 -0.049
H 7.2894 -1.5517 2.0823 -0.167 0.078 0.133
H 8.3370 -3.4198 3.4788 -0.342 0.109 0.115
H 9.0780 -4.0503 2.0794 -0.099 -0.362 -0.482
H 6.2942 -4.1341 0.3927 -0.090 0.021 -0.236
H 5.9758 -5.7316 1.0340 -0.026 0.094 0.684
H 7.5940 -5.3075 0.5348 0.283 -0.040 0.050
C 3.0439 1.5696 7.7036 -0.607 0.095 0.183
O 2.3989 1.6355 8.9802 0.249 -0.777 -0.320
C 3.1399 2.2212 10.0514 -1.130 1.060 -0.662
C 2.2593 2.2133 11.3014 0.064 -0.541 0.045
N 0.9359 2.7785 11.0595 0.887 0.180 -0.626
C -0.0793 2.5276 12.0635 0.134 0.187 -1.264
C -1.3597 3.2616 11.6621 -0.322 0.103 0.129
O -2.0522 2.5418 10.6425 -0.186 -0.845 -0.744
C -3.4718 2.7614 10.5677 1.317 -0.548 1.115
H 3.5437 2.4970 7.4241 0.275 0.072 0.292
H 2.2690 1.4336 6.9492 -0.220 -0.026 0.153
H 3.7044 0.7088 7.5988 0.318 0.078 0.313
H 3.2397 3.2649 9.7531 0.486 0.330 0.158
H 4.1320 1.7950 10.2005 -0.084 -0.313 0.099
H 2.7974 2.7664 12.0712 -0.070 0.099 0.146
H 2.1491 1.1855 11.6474 0.208 -0.420 0.186
H 0.6669 2.4067 10.1598 -0.417 0.087 -0.121
H 0.3519 2.7883 13.0300 -0.453 0.390 0.099
H -0.3885 1.4837 12.1173 0.116 -0.513 0.145
H -1.2056 4.2362 11.1988 0.466 0.344 0.708
H -1.9509 3.3190 12.5760 -0.488 0.251 -0.017
H -3.7166 3.8010 10.3499 -0.120 0.014 0.070
H -3.8104 2.4195 11.5458 -0.781 0.491 0.119
H -3.9181 2.0801 9.8434 0.324 0.155 -0.273
C -2.4891 3.5553 1.0979 0.190 0.110 -1.349
O -3.5643 2.6288 1.0077 -0.131 -0.344 0.897
C -4.3888 2.8249 -0.1165 -0.689 0.309 -0.596
C -3.8207 2.1602 -1.3788 2.096 1.184 1.185
N -4.4887 2.3631 -2.6117 -1.642 -0.355 0.036
C -4.9441 3.7197 -2.9614 0.379 -1.261 -0.361
C -3.8158 4.6178 -3.5052 -0.744 0.066 0.188
O -2.9736 5.0550 -2.4597 -1.533 -0.019 0.808
C -1.7429 5.4965 -2.8845 1.665 -0.433 -0.658
H -1.8187 3.3593 0.2611 0.499 -0.093 0.192
H -1.9377 3.5104 2.0371 -0.386 -0.375 0.011
H -2.8066 4.5802 0.9060 -0.400 0.182 0.349
H -4.5595 3.8968 -0.2160 0.380 0.250 -0.477
H -5.4059 2.4740 0.0579 0.007 -0.594 0.501
H -3.5854 1.1197 -1.1551 -0.563 -0.268 -0.149
H -2.8358 2.6158 -1.4812 0.603 0.041 0.306
H -3.9867 1.8712 -3.3371 -0.189 0.382 -0.261
H -5.5386 4.1111 -2.1358 0.620 0.377 0.249
H -5.7487 3.5068 -3.6653 0.325 0.583 -0.771
H -4.2157 5.4759 -4.0454 -0.231 0.314 0.010
H -3.2430 4.0717 -4.2547 0.152 -0.406 -0.023
H -1.2320 6.1494 -2.1768 -0.520 0.141 0.180
H -1.7520 5.9621 -3.8700 -0.235 0.353 -0.057
H -1.0933 4.6267 -2.9831 0.380 -0.195 -0.153
C 0.1228 -10.3201 -2.0864 -0.234 -0.330 0.918
O -0.6322 -11.3193 -1.4124 -0.190 -0.506 0.016
C 0.0302 -12.5358 -1.0189 0.476 0.364 -0.548
C -1.0510 -13.5199 -0.6966 -1.326 0.624 0.270
N -1.8114 -13.9859 -1.8684 0.383 -0.425 1.209
C -1.0369 -14.9892 -2.5849 -0.525 -0.151 0.156
C -1.8113 -15.6798 -3.6524 0.082 -1.120 -0.235
O -1.8563 -14.8974 -4.7860 -0.583 1.414 -0.871
C -2.5960 -15.4353 -5.8448 -0.094 -0.607 -0.557
H 0.9524 -10.0572 -1.4301 0.369 0.276 -0.302
H -0.5487 -9.4663 -2.1760 0.097 0.012 -0.046
H 0.4623 -10.5982 -3.0842 0.100 -0.277 0.020
H 0.6720 -12.4195 -0.1456 0.138 0.482 0.183
H 0.6651 -12.8861 -1.8328 0.114 -0.015 -0.181
H -1.6861 -12.9656 -0.0056 -0.692 0.379 -0.311
H -0.7977 -14.3037 0.0173 0.690 -0.587 -0.762
H -2.0517 -13.1929 -2.4459 0.093 0.050 -0.135
H -0.8409 -15.8139 -1.8996 0.536 0.294 0.379
H -0.1295 -14.5654 -3.0152 0.375 -0.308 -0.006
H -2.7776 -16.0109 -3.2723 -0.573 0.510 0.023
H -1.3497 -16.6301 -3.9206 0.593 -0.294 0.066
H -3.5518 -15.8549 -5.5311 -0.222 0.157 0.241
H -2.0653 -16.2516 -6.3349 0.309 -0.302 0.084
H -2.7751 -14.7159 -6.6439 0.081 0.388 0.409
C -2.2638 -3.0538 8.5320 0.532 0.191 -0.184
O -2.3886 -2.3194 7.2770 -0.204 -0.683 0.375
C -2.4453 -0.8989 7.4813 -0.212 0.663 -0.217
C -2.6253 -0.1096 6.1430 0.391 -1.067 1.218
N -3.7333 -0.6539 5.3384 0.084 -0.232 -0.357
C -5.0475 -0.3287 5.8953 -1.585 -1.695 0.010
C -6.2198 -1.0129 5.1139 0.972 2.006 -0.823
O -5.9921 -2.4128 4.9733 0.762 0.963 0.080
C -7.1568 -3.1846 5.0438 -0.562 -0.446 0.359
H -2.2294 -4.1205 8.3104 -0.555 0.052 -0.146
H -3.0100 -2.7819 9.2785 -0.534 -0.122 -0.432
H -1.3272 -2.9022 9.0687 0.416 0.590 -0.460
H -1.5652 -0.6061 8.0539 0.350 0.250 -0.437
H -3.2615 -0.6256 8.1501 -0.420 -0.373 0.022
H -1.6914 -0.1375 5.5817 -0.152 -0.127 -0.227
H -2.8412 0.9375 6.3550 0.195 0.121 0.414
H -3.7353 -0.0278 4.5458 0.368 -0.409 -0.929
H -5.1676 0.7547 5.8906 -0.373 0.031 0.339
H -5.2437 -0.7831 6.8665 0.871 0.477 0.497
H -6.3678 -0.4797 4.1748 0.715 -0.616 -0.986
H -7.1778 -0.6729 5.5073 -0.128 -0.983 1.181
H -6.8160 -4.2142 4.9353 -0.440 -0.101 -0.130
H -7.9007 -2.9111 4.2955 0.165 -0.126 -0.309
H -7.6381 -3.0604 6.0139 0.005 -0.109 0.178
C 1.7822 10.4787 -2.7041 0.626 0.712 0.570
O 2.4230 10.7379 -1.4715 0.719 -0.572 0.397
C 2.1074 9.7426 -0.4988 -0.131 1.376 0.127
C 2.9216 10.0217 0.8199 0.043 -1.067 -1.705
N 3.0098 8.8169 1.6537 0.235 2.131 0.912
C 1.8118 8.6724 2.4346 -1.146 -1.808 0.354
C 1.8811 7.5140 3.5059 3.982 2.056 -3.100
O 0.6986 7.1912 3.9756 -3.004 -0.595 2.979
C 0.8361 6.4278 5.1777 -0.944 -0.574 0.011
H 0.7342 10.7697 -2.6328 -0.246 -0.065 -0.228
H 1.8717 9.4262 -2.9730 0.016 -0.054 -0.256
H 2.3305 11.1351 -3.3799 -0.399 -0.269 -0.479
H 2.3135 8.7419 -0.8786 0.352 -0.198 -0.019
H 1.0228 9.8386 -0.4495 -0.344 -0.426 0.916
H 2.5489 10.9032 1.3416 -0.317 -0.382 0.312
H 3.9068 10.3377 0.4770 0.203 -0.242 -0.066
H 3.4248 8.0087 1.2125 -0.485 0.010 -0.018
H 0.9502 8.4848 1.7940 -0.407 -0.594 -0.258
H 1.4694 9.5980 2.8974 0.799 0.271 0.358
H 2.6095 7.8379 4.2493 -0.017 0.178 0.465
H 2.3580 6.6592 3.0264 0.272 -0.366 -0.364
H 0.8865 5.3718 4.9122 0.078 -0.194 0.015
H -0.0228 6.5697 5.8337 -0.337 0.100 -0.392
H 1.6806 6.6359 5.8347 0.447 0.519 -0.553
C -4.5318 -4.3413 0.6412 0.353 0.123 0.066
O -4.1165 -5.1605 1.7413 -0.628 0.026 0.871
C -3.8280 -6.4918 1.2881 1.008 0.407 0.392
C -3.5179 -7.3911 2.5001 -0.551 0.085 -0.489
N -2.5067 -6.8695 3.3813 0.716 1.519 0.728
C -1.1397 -7.0552 2.8880 1.018 1.164 0.425
C -0.1278 -6.5753 3.9898 -0.894 -0.011 -1.781
O -0.2720 -5.1429 4.1929 -1.382 -1.040 -1.058
C 0.8632 -4.5836 4.8020 0.113 -1.036 1.753
H -4.9493 -3.3799 0.9404 0.019 -0.177 0.633
H -5.3186 -4.8662 0.0996 0.271 0.054 -0.420
H -3.6251 -4.0984 0.0872 -0.272 -0.206 -0.654
H -2.9683 -6.4090 0.6231 0.293 -0.159 -0.038
H -4.6287 -6.8766 0.6565 -0.302 -0.155 0.358
H -3.1119 -8.3571 2.1998 -0.733 -0.337 -0.627
H -4.4356 -7.5065 3.0769 -0.045 -0.240 -0.055
H -2.5327 -7.3426 4.2732 -0.279 -0.300 0.053
H -0.9244 -6.5306 1.9572 -0.391 0.840 0.206
H -0.9411 -8.0594 2.5137 -0.008 -0.674 0.820
H 0.8649 -6.8019 3.6008 0.177 0.200 0.155
H -0.2836 -7.1697 4.8901 0.002 0.289 0.432
H 1.7893 -4.9834 4.3890 0.064 0.821 -0.681
H 0.8612 -5.0470 5.7886 0.316 0.399 0.681
H 0.7316 -3.5090 4.9286 0.391 -0.130 -0.541
C -2.7917 9.9330 -6.4237 1.091 -0.041 -0.661
O -2.0089 8.9730 -7.2025 -2.023 -0.241 0.962
C -1.9117 9.2644 -8.5741 0.825 0.785 -1.302
C -1.5983 8.0517 -9.4477 -0.920 -1.163 1.853
N -0.5811 7.2359 -8.7964 0.480 0.004 -0.459
C 0.7177 7.7498 -9.0954 1.541 -0.378 -0.365
C 1.8263 6.9607 -8.3952 -0.702 0.926 -1.131
O 1.8109 7.2966 -7.0379 0.089 -0.907 -0.299
C 2.8215 6.6286 -6.3126 -0.421 0.775 1.158
H -3.0031 9.5853 -5.4125 0.179 -0.609 -0.275
H -3.7307 10.2216 -6.8961 0.007 -0.236 -0.245
H -2.1796 10.8260 -6.2969 -0.020 0.263 -0.104
H -1.0741 9.9602 -8.6225 -0.007 0.456 -0.548
H -2.7684 9.6771 -9.1068 -0.548 0.613 0.836
H -1.4312 8.2940 -10.4972 0.514 0.228 0.182
H -2.4694 7.3965 -9.4491 -0.469 0.191 -0.116
H -0.6544 7.4551 -7.8132 -0.543 -0.517 0.439
H 0.8085 8.8027 -8.8286 0.274 0.327 0.075
H 0.9341 7.6739 -10.1610 -0.188 -0.028 -0.224
H 2.7570 7.2335 -8.8926 0.482 0.162 0.221
H 1.6693 5.9049 -8.6160 -0.110 -0.334 0.440
H 2.4604 6.7066 -5.2871 0.401 -0.096 0.219
H 3.7557 7.1838 -6.3973 0.259 -0.179 -0.084
H 2.9722 5.5670 -6.5084 -0.203 -0.023 -0.534
C -1.3055 -2.4433 -12.9457 0.176 0.393 0.192
O -1.0251 -1.4395 -11.9629 -0.363 -0.504 -0.274
C -2.2247 -0.9404 -11.4190 -0.274 0.873 0.785
C -2.0336 0.3113 -10.5484 0.791 -1.621 -0.022
N -1.3486 -0.0720 -9.2859 -0.806 0.910 -0.056
C -0.9614 1.1418 -8.5676 0.947 -0.653 0.129
C -0.0599 0.8877 -7.3629 -0.207 0.169 0.535
O 1.0674 0.1259 -7.7082 0.885 -0.396 -0.496
C 1.9216 -0.0702 -6.5797 -1.618 -0.242 0.610
H -1.8929 -3.2823 -12.5729 0.106 -0.126 0.504
H -0.3540 -2.8093 -13.3315 -0.100 0.098 0.037
H -1.9141 -2.0327 -13.7514 0.132 0.267 -0.258
H -2.6941 -1.6285 -10.7159 -0.046 -0.686 -0.206
H -2.9428 -0.7056 -12.2048 -0.074 -0.006 -0.273
H -3.0424 0.6627 -10.3316 -0.014 0.134 0.243
H -1.5288 1.0854 -11.1265 0.320 0.217 0.051
H -0.5606 -0.6942 -9.3952 0.124 0.142 -0.476
H -1.8802 1.6308 -8.2438 0.150 0.331 0.031
H -0.3636 1.7797 -9.2186 -0.220 0.502 -0.266
H -0.6197 0.4558 -6.5333 -0.201 -0.759 0.054
H 0.3142 1.8035 -6.9053 -0.183 0.702 -0.345
H 2.1784 0.8695 -6.0908 0.410 0.253 -0.310
H 2.7810 -0.7237 -6.7294 -0.127 0.340 -0.688
H 1.2732 -0.5687 -5.8591 0.192 -0.320 0.515
```
Positions in Å, forces in eV/Å.